Arrangement i

Formula: C4H7NO
Source: the Open Molecules 2025 dataset
Level of theory: the ωB97M-V functional and the def2-TZVPD basis

Cartesian coordinates (Å):
C 0.04571 -0.75864 -0.54963
C 1.08742 0.34223 -0.36244
C -1.48199 0.77953 0.60189
O 1.55441 0.36635 0.97191
H 1.95549 1.22948 1.13857
H -2.14171 -0.93676 -0.40314
H 1.89408 0.09635 -1.06686
C -1.29323 -0.62389 0.22301
N -1.49965 1.91282 0.83561
H -1.32500 -1.24383 1.12753
H 0.67849 1.32216 -0.65005
H 0.52352 -1.70872 -0.29123
H -0.15962 -0.77487 -1.62576

Output
- SMILES: N#CCCCO
- LUMO: 0.9 eV


Arrangement ii

Formula: C4H7NO
Source: the Open Molecules 2025 dataset
Level of theory: the ωB97M-V functional and the def2-TZVPD basis

Cartesian coordinates (Å):
H 2.58927 -0.27410 -0.43883
C -1.88040 -0.17717 0.09785
H -2.02394 0.37041 1.02688
H 2.45113 0.22816 1.24812
H -0.27255 -1.25231 -0.97391
H 1.77921 -1.34874 0.71047
H -2.57717 -1.00006 -0.06251
C 1.93800 -0.30099 0.44282
C -0.50338 -0.31941 -0.46682
O 0.58660 1.64218 0.27662
C 0.65809 0.43601 0.12544
H -1.23499 1.47514 -0.87343
N -1.50987 0.52087 -1.11269

Output
- SMILES: CC(=O)[C@H]1CN1
- LUMO: 1.0 eV


Arrangement iii

Formula: C4H7NO
Source: the Open Molecules 2025 dataset
Level of theory: the ωB97M-V functional and the def2-TZVPD basis

Cartesian coordinates (Å):
H 0.72890 0.76469 1.51460
H 1.14863 1.91333 0.21945
C 1.17605 0.85482 0.52370
H -1.57070 -1.81292 -0.11341
N 0.17935 0.33879 -0.81401
H 2.21060 0.51149 0.54913
C 0.48182 -0.97808 0.02262
H -1.34050 -0.88306 1.37986
H 0.53662 0.66781 -1.71172
O -2.09613 1.07006 -0.75159
H 0.78885 -1.76766 -0.66724
C -1.02562 -0.97419 0.33285
C -1.21787 0.29492 -0.48423

Output
- LUMO: 0.7 eV


Arrangement iv

Formula: C4H7NO
Source: the Open Molecules 2025 dataset
Level of theory: the ωB97M-V functional and the def2-TZVPD basis

Cartesian coordinates (Å):
C -0.52212 -1.06117 1.35829
C 0.20574 0.22530 -1.98093
O -0.49733 1.16597 -2.25514
H 0.57778 -0.47333 -2.74713
H -1.08538 -1.88185 0.90188
C -0.38150 0.06149 0.36744
H 0.58888 1.96563 -0.10457
H -1.30954 0.49703 -0.00276
C 0.77039 0.96499 0.28126
H 0.45821 -1.44461 1.65545
N 0.64396 -0.14823 -0.68198
H -1.06416 -0.73075 2.25055
H 1.61508 0.85954 0.95763

Output
- SMILES: C[C@H]1CN1C=O
- LUMO: 1.1 eV


Energy ordering: arrangement i at the bottom, the next structure 0.498 eV above.


Arrangement i

Formula: C4H7NO
Source: the Open Molecules 2025 dataset
Level of theory: the ωB97M-V functional and the def2-TZVPD basis

Cartesian coordinates (Å):
N 0.11504 -1.42877 -0.27241
C -0.45520 0.90682 -0.32982
C 1.25256 -0.21497 0.54555
H 0.50119 1.53799 1.59920
H -0.22445 1.91400 -0.68674
H 0.79282 -1.49147 0.69659
H 0.66137 -2.11986 -0.79585
H 1.03550 -0.16267 -1.78269
H -0.59807 0.15523 1.78948
O -1.79914 0.66215 -0.61497
H -1.93452 -0.28260 -0.44648
C 0.56099 -0.12831 -0.80277
C 0.09190 0.65246 1.10091

Output
- LUMO: 0.8 eV


Arrangement ii

Formula: C4H7NO
Source: the Open Molecules 2025 dataset
Level of theory: the ωB97M-V functional and the def2-TZVPD basis

Cartesian coordinates (Å):
H -0.54149 -1.19433 -2.36979
H 1.27162 0.75913 -1.56267
H 1.91414 -0.63763 -0.59765
O -1.77859 -0.65182 1.09364
C -0.21805 1.16716 1.48522
H -0.25967 -2.22178 -0.89290
N -0.25996 -0.15375 -0.49183
C -0.12786 -1.23204 -1.36930
H -0.98828 1.61467 2.11122
C -0.83259 0.01289 0.72982
H 0.60021 0.80961 2.11704
H 0.18621 1.91272 0.79226
C 1.03430 -0.18482 -1.04506

Output
- SMILES: CC(=O)N1CC1
- LUMO: 0.9 eV


Energy ordering: arrangement ii at the bottom, the next structure 3.448 eV above.


Arrangement i

Formula: C4H7NO
Source: the Open Molecules 2025 dataset
Level of theory: the ωB97M-V functional and the def2-TZVPD basis

Cartesian coordinates (Å):
H -2.30547 0.29198 0.67277
N -1.85380 -0.05518 -0.13869
O 1.48612 0.09549 -0.06181
H -0.34869 0.34961 -1.47766
C -0.63293 -0.69872 0.35100
H 0.53162 1.34918 1.37365
H 0.89431 2.02610 -0.42079
C -0.60238 0.61972 -0.41975
H -0.50275 -0.63747 1.41351
H 1.16727 -1.87577 0.58632
H 0.87553 -1.57675 -1.16077
C 0.74407 -1.15318 -0.10449
C 0.62054 1.18141 0.25295

Output
- SMILES: C1OC[C@@H]2N[C@@H]12
- LUMO: 1.0 eV


Arrangement ii

Formula: C4H7NO
Source: the Open Molecules 2025 dataset
Level of theory: the ωB97M-V functional and the def2-TZVPD basis

Cartesian coordinates (Å):
N -1.26540 -0.56346 0.20403
H 0.97486 -0.45163 1.94722
H 2.07007 -1.17444 0.66145
H -0.37385 -1.23383 -0.88290
H 0.52504 -1.13762 -1.10412
C 0.09044 -0.41396 -0.02649
C 1.05885 0.71951 0.01685
C -2.03663 0.46127 -0.30109
O -3.24813 0.47704 -0.29489
H -1.46535 1.32955 -0.71740
H 1.76389 0.86312 -0.79598
H 0.67442 1.63322 0.46049
C 1.24303 -0.51140 0.89614

Output
- LUMO: 0.0 eV


Arrangement iii

Formula: C4H7NO
Source: the Open Molecules 2025 dataset
Level of theory: the ωB97M-V functional and the def2-TZVPD basis

Cartesian coordinates (Å):
H 0.21049 1.60614 -0.45242
C -0.04093 0.63978 -0.01573
H -1.22135 -0.14582 1.67052
H -1.22255 -1.13841 -0.62448
C -1.26662 -0.05584 -0.54448
N 1.07070 -0.15667 0.39561
H 1.27527 -0.25051 1.38057
H 1.49001 -0.58848 -1.53391
H -1.83302 1.44999 1.01807
O 2.78573 -1.53274 -0.24883
H -1.83313 0.44155 -1.32504
C -1.27004 0.54275 0.83074
C 1.84605 -0.81171 -0.50735

Output
- SMILES: O=CNC1CC1
- LUMO: 1.0 eV


Arrangement iv

Formula: C4H7NO
Source: the Open Molecules 2025 dataset
Level of theory: the ωB97M-V functional and the def2-TZVPD basis

Cartesian coordinates (Å):
C 0.87335 -0.69690 -0.66763
H 1.77790 1.31363 -1.11588
N -0.96293 -0.99659 1.20753
H 0.50518 -1.45632 -1.36229
H -0.88516 1.89732 -0.05202
H 0.55099 0.79745 -2.29772
H 0.12659 -0.83843 1.71534
C 0.84274 0.75171 -1.23954
C -0.25316 1.03216 -0.23501
C -0.17900 -0.20807 0.30372
H -2.54063 -0.53053 2.17162
O -1.76347 -0.07528 1.82648
H 1.82837 -1.02652 -0.24849

Output
- SMILES: ONC1=CCC1
- LUMO: 0.9 eV


Energy ordering: arrangement iii at the bottom, the next structure 3.863 eV above.


Arrangement i

Formula: C4H7NO
Source: the Open Molecules 2025 dataset
Level of theory: the ωB97M-V functional and the def2-TZVPD basis

Cartesian coordinates (Å):
H -1.74464 -0.18851 -1.22209
H 0.88900 -1.84533 -0.01816
C 1.68348 0.12090 -0.26457
H 2.42270 0.00649 0.54492
O 0.40155 2.25542 0.18550
H -2.27433 0.78377 0.17332
C -0.34510 -0.14601 0.40484
H -2.33907 -0.98908 0.24701
C 0.55500 1.06774 0.14876
H -0.34129 -0.35085 1.49050
C -1.76453 -0.13667 -0.13002
N 0.65043 -0.92440 -0.36097
H 2.20681 0.34653 -1.19904

Output
- SMILES: C[C@H]1NCC1=O
- LUMO: 0.8 eV


Arrangement ii

Formula: C4H7NO
Source: the Open Molecules 2025 dataset
Level of theory: the ωB97M-V functional and the def2-TZVPD basis

Cartesian coordinates (Å):
C -1.72901 -0.97580 0.10725
C 0.14369 0.88898 1.71514
H -2.52226 -0.60326 0.77936
O -1.61274 -0.58301 -1.02888
C 0.87088 1.55493 0.66988
H 0.85194 -1.98867 -2.05426
H 1.02128 2.62240 0.79435
H 1.14514 -0.16739 -0.53259
N -0.46067 0.34509 2.54147
H 1.84154 1.41879 -1.19149
H -1.04017 -1.72500 0.54299
C 1.31043 0.89685 -0.40205
H 0.17995 -1.68391 -1.94116

Output
- SMILES: C=CC#N.[H][H].C=O
- LUMO: 0.3 eV


Arrangement iii

Formula: C4H7NO
Source: the Open Molecules 2025 dataset
Level of theory: the ωB97M-V functional and the def2-TZVPD basis

Cartesian coordinates (Å):
H 1.59644 0.45595 1.24529
H -1.48935 0.75261 -1.02583
N 0.91889 0.66216 0.51622
H -2.10697 -0.61543 -0.11555
H 1.19692 1.54556 0.08716
O 2.32848 -0.79838 -0.94876
C -1.18571 -0.06863 -0.35305
H -0.54728 -0.28527 1.67633
C 1.16210 -0.62394 -0.70804
C -0.50674 0.49106 0.90485
H -0.33723 -1.85710 -1.49011
H -0.92906 1.41636 1.30691
C -0.12643 -0.96265 -0.92475

Output
- SMILES: [O-]C1=CCC[NH2+]1
- LUMO: 0.7 eV


Arrangement iv

Formula: C4H7NO
Source: the Open Molecules 2025 dataset
Level of theory: the ωB97M-V functional and the def2-TZVPD basis

Cartesian coordinates (Å):
H -0.62455 -0.31190 -1.55029
C -0.35750 -0.17864 -0.49155
H 0.85996 1.54071 -1.13046
H -2.12820 -1.24270 0.20179
H 0.37525 -1.30941 -0.54824
C 0.61719 0.95448 -0.24380
H 0.27622 1.61324 0.55729
H -2.17541 0.52185 0.32629
N 1.27710 -1.21622 0.11570
C 1.75363 0.05934 0.20673
H -1.19358 -0.41258 1.47157
C -1.52679 -0.35857 0.43356
O 2.84668 0.34040 0.65141

Output
- LUMO: -0.3 eV


Energy ordering: arrangement i at the bottom, the next structure 0.160 eV above.


Arrangement i

Formula: C4H7NO
Source: the Open Molecules 2025 dataset
Level of theory: the ωB97M-V functional and the def2-TZVPD basis

Cartesian coordinates (Å):
H -1.49985 -0.65542 0.21417
C 0.25292 1.42278 -0.08565
C -0.59725 -1.06531 0.72015
H -0.70889 -2.13706 0.57206
H 0.66572 2.34474 -0.50649
C -0.13780 0.51435 -1.25057
C 0.85651 -0.64690 0.13277
N 0.54047 -0.55715 -1.29587
H -0.72654 -0.79868 1.77015
H 1.64037 -1.35890 0.39800
H -1.01532 0.63853 -1.87170
H -0.51910 1.65803 0.65794
O 1.24876 0.64099 0.54506

Output
- SMILES: C[C@H]1N=CCO1
- LUMO: 1.0 eV


Arrangement ii

Formula: C4H7NO
Source: the Open Molecules 2025 dataset
Level of theory: the ωB97M-V functional and the def2-TZVPD basis

Cartesian coordinates (Å):
C -0.90518 0.22973 -0.63449
C -1.24731 -1.41238 0.11234
H 0.90455 -0.22645 1.22363
H 1.04776 0.33920 -1.65292
H 1.84399 2.17882 -0.13701
H 0.34898 1.96339 0.90469
N 1.47363 0.13656 0.45932
C 1.06569 1.50930 0.22157
C 0.58367 0.41496 -0.67195
O -1.29429 -0.13325 0.68654
H -1.28666 -1.06217 -1.06226
H -0.34366 -1.98796 0.31973
H -2.19117 -1.94974 0.23081

Output
- LUMO: 0.8 eV


Energy ordering: arrangement i at the bottom, the next structure 3.408 eV above.


Arrangement i

Formula: C4H7NO
Source: the Open Molecules 2025 dataset
Level of theory: the ωB97M-V functional and the def2-TZVPD basis

Cartesian coordinates (Å):
H 0.42957 -0.99203 -0.81527
H -0.71285 0.59911 -2.19905
H 1.03208 -1.17270 1.72659
H 1.53198 0.53764 1.67138
C 0.60423 -0.19373 -0.09435
H -1.69600 0.22860 -0.35961
N -2.09850 -1.53638 1.12919
H 2.47611 -0.70765 0.80813
O 0.21429 0.98290 -0.39598
C 1.46751 -0.38880 1.09673
H -0.89453 2.28663 -1.45806
C -0.78890 1.21833 -1.30282
C -1.76889 -0.68638 0.41139

Output
- LUMO (spin up / spin down): 0.0 / 0.0 eV


Arrangement ii

Formula: C4H7NO
Source: the Open Molecules 2025 dataset
Level of theory: the ωB97M-V functional and the def2-TZVPD basis

Cartesian coordinates (Å):
C -1.71763 -0.21282 0.52059
O 2.75576 1.38536 0.34659
H 0.97937 -0.49379 -1.73079
H -1.78300 -0.18842 1.61324
C 0.21381 0.08208 -1.21386
H -2.38359 -1.00015 0.15258
C 1.90279 0.55249 0.49426
N 0.57585 0.70777 0.05956
H 0.15049 -1.38889 0.41032
H -0.42597 0.67497 -1.86094
C -0.30031 -0.45317 0.06751
H 2.10609 -0.41469 0.99940
H -2.07368 0.74927 0.14155

Output
- SMILES: C[C@H]1CN1C=O
- LUMO: 0.9 eV


Arrangement iii

Formula: C4H7NO
Source: the Open Molecules 2025 dataset
Level of theory: the ωB97M-V functional and the def2-TZVPD basis

Cartesian coordinates (Å):
C -0.69217 1.04504 1.59468
C 1.25829 -0.19087 -1.29909
H -0.47999 1.06849 2.67787
H -0.19425 -1.97189 0.36521
O -1.51756 1.75991 1.08178
H -0.69442 0.80934 -0.94851
H 1.86067 0.72083 -1.36364
N 0.12692 0.10671 0.92114
C -0.64494 -0.98571 0.28505
H -1.72690 -0.94667 0.40266
C -0.01658 0.06390 -0.53599
H 1.85942 -0.95827 -0.80145
H 1.03760 -0.52778 -2.31750

Output
- SMILES: C[C@H]1CN1C=O
- LUMO: 1.0 eV


Arrangement iv

Formula: C4H7NO
Source: the Open Molecules 2025 dataset
Level of theory: the ωB97M-V functional and the def2-TZVPD basis

Cartesian coordinates (Å):
H -0.77041 0.38268 1.06399
C -0.92310 -1.05469 -0.51669
H -1.30201 1.05742 -0.49232
H 1.05444 1.68544 -0.00553
C -0.63289 0.33794 -0.01945
H 1.57970 -0.37328 1.40125
H -1.22125 -1.13634 -1.55952
N -0.80985 -2.12571 0.11725
C 1.76705 -0.27326 0.31177
C 0.82221 0.68054 -0.36694
H -0.52055 -2.02946 1.09211
H 0.98415 0.64694 -1.44474
O 2.65897 -0.86446 -0.22327

Output
- SMILES: [H]/N=C\CCC=O
- LUMO: 0.9 eV


Energy ordering: arrangement iv at the bottom, the next structure 0.238 eV above.